A cluster of 9 separate species, C42H120Cl6N18O6P6 in total in a non-equilibrium geometry. Source: the OMol25 dataset; level of theory: the ωB97M-V functional and the def2-TZVPD basis.

Last column: Mulliken charge in e.
CARTESIAN COORDINATES (ANGSTROEM)
C1 -4.41681 1.95972 2.93567  -0.841
N1 -5.07062 3.25407 3.26094  0.269
C2 -4.20136 3.96412 4.18979  -0.997
P1 -5.64918 4.15930 1.99408  0.301
O1 -4.61376 4.72326 1.04523  -1.052
N2 -6.54343 3.06543 1.11338  0.782
C3 -7.30316 2.03904 1.76926  -0.763
C4 -6.83141 3.30583 -0.28292  -1.273
N3 -6.54732 5.43531 2.59045  0.465
C5 -6.65475 6.65574 1.93991  -0.988
C6 -7.52538 5.12755 3.59566  -1.025
H1 -5.00164 1.30952 2.29789  -0.094
H2 -4.20887 1.40401 3.85732  0.453
H3 -3.51929 2.31735 2.42543  0.495
H4 -3.18362 3.71486 3.90925  0.323
H5 -4.41085 3.80686 5.25352  0.259
H6 -4.37961 5.06857 4.13705  0.416
H7 -8.34107 2.22541 1.56202  0.501
H8 -7.12859 1.05972 1.26893  -0.255
H9 -7.14074 2.00252 2.86295  0.369
H10 -6.05394 3.75391 -0.90974  0.308
H11 -6.97556 2.35914 -0.81793  0.350
H12 -7.74476 3.88448 -0.27274  0.293
H13 -5.87063 6.81728 1.20834  0.230
H14 -7.62302 6.68238 1.40028  0.284
H15 -6.68911 7.48138 2.68402  0.315
H16 -8.52294 5.25965 3.21154  0.354
H17 -7.27634 5.68133 4.52219  0.301
H18 -7.39376 4.08055 3.82656  0.301
C7 0.78965 -4.57242 0.51266  -0.753
N4 1.70091 -4.87705 1.65576  0.883
C8 2.22327 -3.62837 2.29472  -0.750
P2 1.25349 -6.12599 2.63625  -0.003
O2 1.78565 -6.08069 4.01921  -0.932
N5 -0.41601 -6.20304 2.58175  0.714
C9 -1.24864 -7.01299 1.71984  -0.925
C10 -1.07735 -5.89201 3.83375  -1.140
N6 1.60489 -7.47063 1.78186  0.395
C11 2.33354 -7.59794 0.57236  -0.531
C12 1.26642 -8.73327 2.48267  -1.210
H19 -0.22334 -4.44228 0.88174  0.195
H20 0.74012 -5.32086 -0.25760  0.316
H21 1.17275 -3.63613 0.05335  -0.049
H22 2.43745 -3.73220 3.35708  0.428
H23 1.52053 -2.79564 2.12981  0.239
H24 3.20455 -3.39204 1.83005  -0.114
H25 -2.17378 -6.46879 1.70976  0.369
H26 -0.79070 -7.11706 0.71067  0.221
H27 -1.38078 -8.05544 2.12982  0.204
H28 -1.18825 -6.78859 4.47472  0.217
H29 -0.50379 -5.14101 4.37238  0.308
H30 -2.09754 -5.55972 3.64682  0.376
H31 2.75190 -6.63497 0.27344  -0.102
H32 3.10995 -8.34722 0.62927  0.341
H33 1.75968 -8.07801 -0.23863  0.244
H34 0.77874 -8.46129 3.37640  0.345
H35 2.20092 -9.22253 2.90137  0.367
H36 0.63219 -9.43729 1.90307  0.345
C13 5.54095 5.17937 -1.03868  -1.291
N7 5.74317 4.40376 0.11907  0.246
C14 6.87780 3.43592 -0.07676  -1.136
P3 4.45708 3.93341 1.03558  -0.783
O3 3.53681 2.87762 0.59872  0.216
N8 5.22283 3.51899 2.43907  0.882
C15 4.88612 2.43084 3.26192  -0.883
C16 6.15380 4.41267 3.05029  -1.255
N9 3.64649 5.38712 1.11127  0.389
C17 2.27654 5.30972 1.63190  -0.814
C18 4.28622 6.61420 1.38119  -1.235
H37 5.17776 4.62213 -1.85979  0.193
H38 6.52712 5.45149 -1.35294  0.402
H39 4.87480 6.00260 -0.88020  0.608
H40 7.73603 4.05808 -0.27316  0.415
H41 6.79595 2.70792 -0.88241  0.322
H42 7.03268 2.90871 0.87946  0.331
H43 5.72721 1.80568 3.54248  0.277
H44 4.47217 2.85083 4.15509  0.303
H45 4.19757 1.78587 2.73344  0.068
H46 6.42626 5.23501 2.40349  0.363
H47 5.85174 4.90091 4.03073  0.276
H48 7.04862 3.83716 3.27821  0.402
H49 2.26143 5.08216 2.72834  0.244
H50 1.78021 6.27180 1.47358  0.393
H51 1.69322 4.52946 1.15877  0.031
H52 4.55841 6.72583 2.45253  0.266
H53 3.61886 7.43389 1.17928  0.357
H54 5.18512 6.68418 0.80125  0.517
C19 -3.48677 1.80533 -1.12645  -0.077
N10 -2.70539 2.67366 -2.03475  0.700
C20 -2.19816 3.87213 -1.33733  -0.830
P4 -1.76770 2.11108 -3.23233  -0.093
O4 -0.37077 1.66294 -2.91893  -0.808
N11 -2.55299 0.82221 -3.89606  0.911
C21 -3.62018 1.13634 -4.84506  -1.219
C22 -1.79636 -0.34755 -4.36597  -0.992
N12 -1.78609 3.47791 -4.21357  0.584
C23 -2.93808 4.40142 -4.29423  -1.017
C24 -0.96951 3.41176 -5.36645  -0.899
H55 -4.10213 1.07886 -1.66394  0.068
H56 -4.17812 2.40724 -0.56775  -0.323
H57 -2.81426 1.32189 -0.40362  -0.037
H58 -3.04992 4.46545 -1.04140  0.249
H59 -1.39958 4.46673 -1.85768  0.309
H60 -1.76571 3.48460 -0.37602  0.197
H61 -4.31791 0.29545 -4.86737  0.317
H62 -4.19499 1.99245 -4.55262  0.300
H63 -3.13071 1.26632 -5.80087  0.339
H64 -1.44200 -0.10807 -5.37598  0.381
H65 -1.05355 -0.67839 -3.65020  -0.086
H66 -2.53974 -1.11726 -4.62187  0.421
H67 -2.48962 5.45503 -4.19990  0.262
H68 -3.32019 4.30682 -5.32704  0.398
H69 -3.75750 4.14156 -3.55522  0.238
H70 -0.60288 4.40310 -5.68086  0.365
H71 -1.55243 2.98161 -6.23598  0.253
H72 -0.05767 2.79422 -5.22343  0.029
C25 -7.01434 -3.84424 0.48131  -1.216
N13 -6.42723 -2.57334 0.87229  0.434
C26 -6.94962 -2.09001 2.18773  -0.951
P5 -5.02946 -1.84786 0.37874  -0.882
O5 -5.20634 -0.36379 0.34773  0.114
N14 -3.77247 -2.21336 1.33363  0.592
C27 -2.91307 -1.15660 1.90048  0.338
C28 -3.39516 -3.62585 1.45690  -1.162
N15 -4.73472 -2.51159 -1.11052  0.426
C29 -3.33317 -2.54097 -1.50883  -0.123
C30 -5.72594 -2.29962 -2.13770  -0.980
H73 -8.02299 -3.76616 0.17981  0.332
H74 -6.88753 -4.49583 1.31320  0.421
H75 -6.49689 -4.40282 -0.30356  0.360
H76 -6.91541 -2.89759 2.97000  0.320
H77 -8.01114 -1.84664 2.14986  0.379
H78 -6.50399 -1.16833 2.62800  0.140
H79 -3.09337 -0.25277 1.34182  -0.588
H80 -3.14054 -0.97107 2.93953  0.234
H81 -1.86720 -1.49644 1.77973  -0.012
H82 -2.48952 -3.67967 2.07651  0.477
H83 -4.17162 -4.27276 1.98053  0.262
H84 -3.26196 -4.08910 0.46495  0.449
H85 -2.66973 -2.76925 -0.70695  -0.569
H86 -3.18061 -3.31510 -2.26223  0.555
H87 -2.98029 -1.56857 -1.80691  -0.123
H88 -6.16937 -3.18115 -2.60569  0.359
H89 -5.38182 -1.65713 -2.95796  0.080
H90 -6.62807 -1.83229 -1.72701  0.378
C31 7.03897 -3.34339 1.38825  -1.222
N16 5.85495 -3.52934 0.63439  0.682
C32 5.14244 -4.75651 0.84561  -1.451
P6 5.51859 -2.69228 -0.74799  0.273
O6 4.17696 -3.12601 -1.20554  -0.962
N17 5.58751 -1.00652 -0.69513  0.780
C33 4.41251 -0.30734 -0.24188  -0.797
C34 6.81323 -0.30510 -0.31314  -0.626
N18 6.78475 -3.11797 -1.74640  0.438
C35 7.34244 -4.45165 -1.71213  -0.827
C36 6.90510 -2.51078 -3.05099  -0.915
H91 7.50072 -4.30099 1.60825  0.373
H92 6.77409 -2.76563 2.28956  0.307
H93 7.77376 -2.77075 0.78742  0.377
H94 4.84646 -4.96416 1.89282  0.461
H95 5.67638 -5.67170 0.52826  0.323
H96 4.25200 -4.68656 0.19693  0.277
H97 3.58866 -0.99611 -0.31862  0.014
H98 4.55041 0.23308 0.66542  0.351
H99 4.21797 0.48475 -0.99062  0.024
H100 6.95851 -0.37772 0.78261  0.322
H101 7.77344 -0.65941 -0.74301  0.375
H102 6.72078 0.74802 -0.49662  -0.197
H103 7.16637 -4.86660 -0.72098  0.155
H104 6.85813 -5.13428 -2.42701  0.305
H105 8.40441 -4.51459 -1.91664  0.305
H106 7.94444 -2.17363 -3.28420  0.289
H107 6.18597 -1.68171 -3.08298  0.167
H108 6.60471 -3.19023 -3.86058  0.355
Cl1 0.74853 -3.54636 -4.62126  -0.247
C37 1.88307 -2.81430 -3.43905  0.272
C38 2.18602 -1.39798 -3.68232  0.955
Cl2 3.54177 -1.21869 -4.87713  -0.216
H109 2.70139 -3.49091 -3.40456  0.292
H110 1.43107 -2.97211 -2.50344  -0.350
H111 2.54075 -1.00031 -2.74160  -0.648
H112 1.34140 -0.81897 -4.06165  -0.010
Cl3 4.34212 2.17986 -3.79495  -0.134
C39 3.20307 3.51513 -4.04475  -0.791
C40 2.35001 3.75607 -2.75534  2.388
Cl4 1.54223 5.32919 -2.99738  -0.286
H113 2.54686 3.29770 -4.86654  0.405
H114 3.82484 4.38170 -4.30846  0.419
H115 2.86942 3.75341 -1.78502  -0.900
H116 1.56080 3.01324 -2.60734  -0.952
Cl5 -0.17845 1.39824 1.83345  -0.296
C41 0.39737 1.57437 0.04751  1.381
C42 1.14284 0.30861 -0.28506  -0.501
Cl6 -0.03088 -0.98506 -0.61513  0.030
H117 1.11547 2.40961 0.05080  -0.401
H118 -0.52450 1.68839 -0.54157  -1.108
H119 1.84244 0.03169 0.49351  0.769
H120 1.64429 0.61749 -1.21467  -0.201

Its multiplicity is 1. The SMILES is CN(C)P(=O)(N(C)C)N(C)C.CN(C)P(=O)(N(C)C)N(C)C.CN(C)P(=O)(N(C)C)N(C)C.CN(C)P(=O)(N(C)C)N(C)C.CN(C)P(=O)(N(C)C)N(C)C.CN(C)P(=O)(N(C)C)N(C)C.ClCCCl.ClCCCl.ClCCCl.

***

A cluster of 2 separate species, CF3NO in total in a non-equilibrium geometry. Source: the OMol25 dataset; level of theory: the ωB97M-V functional and the def2-TZVPD basis.

Last column: Mulliken charge in e.
CARTESIAN COORDINATES (ANGSTROEM)
C1 0.66279 0.77567 0.46821  0.678
N1 -0.80404 -1.64014 -0.69548  0.061
O1 0.37507 0.80878 -0.67083  -0.364
F1 1.68720 1.28062 1.00323  -0.148
F2 -0.06454 0.17462 1.39957  -0.159
F3 -1.85648 -1.39956 -1.50470  -0.068

Its multiplicity is 1.

***

It is found that the molecular weight values, taken in the order of the records, are 1372.10; 99.01 u.
It is found that the electronic energy values, taken in the order of the records, are -7918.868875; -467.526934 hartree.